Here is an isolated ion of composition C4H10N3 and charge +1 from OMol25. Energies are from ωB97M-V with the def2-TZVPD basis set.

```
! wB97M-V def2-TZVPD RIJCOSX def2/J DEFGRID3
* xyz 1 1
C -2.36 0.38 -1.39
N -1.64 -0.40 -2.05
C -0.36 -0.80 -1.90
N 0.59 -0.05 -0.53
C 0.48 -0.43 0.92
N 1.70 0.21 1.48
C 1.73 0.77 2.61
H -3.40 0.52 -1.65
H -2.10 0.88 -0.48
H 0.20 -0.36 -2.67
H -0.35 -1.82 -1.54
H 1.51 -0.36 -0.78
H 0.21 0.88 -0.56
H -0.42 0.03 1.41
H 0.59 -1.46 1.00
H 0.99 0.72 3.39
H 2.64 1.29 2.74
*
```

Its frontier orbital gap is 10.836 eV. The LUMO energy is -0.1195 Ha. The SMILES is C=NC[NH2+]CN=C.

---

Here is a 2-piece molecular cluster, C4H10N3 overall from OMol25. Energies are from ωB97M-V with the def2-TZVPD basis set.

```
! wB97M-V def2-TZVPD RIJCOSX def2/J DEFGRID3
* xyz 1 1
C -1.42 2.26 2.59
C 0.92 -0.36 -0.72
C 1.25 0.90 -1.36
C -0.30 -2.48 -0.50
N -1.07 1.25 1.93
N -0.75 0.38 1.22
N 0.12 -1.21 -1.24
H -2.00 1.91 3.44
H -1.25 3.34 2.54
H 1.45 -0.63 0.12
H 1.08 0.65 -2.47
H 2.41 1.11 -1.37
H 0.81 1.85 -0.97
H -0.86 -2.08 0.31
H -0.89 -3.07 -1.25
H 0.65 -2.82 -0.10
H -0.15 -1.01 -2.16
*
```

Its frontier orbital gap is 7.960 eV. The LUMO energy is -0.1574 Ha.

---

Here is an isolated ion of composition C4H10N3 and charge +1 from OMol25. Energies are from ωB97M-V with the def2-TZVPD basis set.

```
! wB97M-V def2-TZVPD RIJCOSX def2/J DEFGRID3
* xyz 1 1
C 1.55 0.22 -0.87
C 1.28 0.76 0.46
N 0.21 0.71 1.14
N -0.85 0.22 0.42
C -1.52 1.35 -0.37
C -1.17 -1.06 0.49
N -0.32 -1.90 0.99
H 2.22 0.93 -1.30
H 0.75 0.17 -1.54
H 2.03 -0.79 -0.83
H 2.16 0.94 1.06
H -0.71 1.62 -1.06
H -2.49 0.96 -0.79
H -1.74 2.29 0.14
H -2.11 -1.45 0.14
H -0.57 -2.77 1.22
H 0.57 -1.64 1.36
*
```

Its frontier orbital gap is 10.881 eV. The LUMO energy is -0.1216 Ha. The SMILES is C/C=N\N(C)C=[NH2+].

---

Here is an isolated ion of composition C4H10N3 and charge +1 from OMol25. Energies are from ωB97M-V with the def2-TZVPD basis set.

```
! wB97M-V def2-TZVPD RIJCOSX def2/J DEFGRID3
* xyz 1 1
C 1.72 -1.14 -0.47
N 0.91 -0.25 -0.16
C -0.09 0.43 0.22
C -1.38 0.21 -0.47
C -1.39 -0.93 -1.46
N 0.08 1.31 1.24
N 1.38 1.26 1.70
H 1.70 -2.19 -0.01
H 2.48 -1.07 -1.15
H -1.72 1.10 -1.02
H -2.03 0.15 0.43
H -0.80 -0.74 -2.31
H -1.12 -1.76 -0.83
H -2.38 -0.91 -1.83
H -0.65 1.96 1.52
H 1.56 0.54 2.40
H 1.72 2.04 2.22
*
```

Its frontier orbital gap is 10.011 eV. The LUMO energy is -0.1430 Ha. The SMILES is C=N/C(CC)=[NH+]\N.

---

Here is C4H10N3 as an isolated structure from OMol25. Energies are from ωB97M-V with the def2-TZVPD basis set.

```
! wB97M-V def2-TZVPD RIJCOSX def2/J DEFGRID3
* xyz 1 3
C 1.63 0.78 0.37
C -2.21 -0.96 0.20
C -3.49 -0.44 0.54
C 0.58 -0.96 -1.07
N -1.11 -1.07 -0.08
N 2.97 0.17 0.47
N 0.92 0.31 -0.86
H 1.01 0.47 1.26
H -4.26 -1.06 0.81
H -3.78 0.16 -0.38
H -3.42 0.21 1.39
H 1.06 -1.84 -0.70
H 0.04 -1.14 -2.04
H 1.67 1.86 0.23
H 3.85 0.58 0.14
H 3.04 -0.19 1.32
H 0.24 1.06 -1.18
*
```

Its frontier orbital gap (alpha / beta) is 6.943 / 5.934 eV. The LUMO energy (alpha / beta) is -0.1122 / -0.2992 Ha. The expectation value of S² is 2.007.

---

Here is a 2-piece molecular cluster, C4H10N3O3 overall from OMol25. Energies are from ωB97M-V with the def2-TZVPD basis set.

```
! wB97M-V def2-TZVPD RIJCOSX def2/J DEFGRID3
* xyz 1 1
C -1.69 -1.40 0.00
C 2.16 0.61 -0.87
C 0.63 0.38 0.91
C 0.90 -0.13 -0.44
N -2.12 -0.50 -0.79
N -1.43 -2.22 0.78
N -0.24 1.33 1.07
O -1.05 1.65 0.09
O -0.52 1.89 2.28
O 1.02 -1.52 -0.56
H 3.10 0.28 -0.32
H 1.85 1.66 -0.79
H 2.49 0.21 -1.86
H 1.17 -0.12 1.67
H 0.05 0.22 -1.14
H -1.63 0.46 -0.59
H -2.83 -0.82 -1.47
H -1.04 2.64 2.08
H -1.68 -2.86 1.46
H 0.86 -1.75 -1.51
*
```

Its frontier orbital gap is 9.932 eV. The LUMO energy is -0.1353 Ha.